81
Properties=species:S:1:pos:R:3:forces:R:3:lowdin_charge:R:1 method="wB97M-V/def2-TZVPD" homo_ev=-3.99 homo_lumo_gap_ev=6.3 total_charge=-1 fmax_ev_per_a=2.693
C -0.1531 -4.0170 2.2704 -0.1 -0.2 -0.2 -0.062
C -0.2575 -2.9302 1.2246 0.4 0.5 -0.2 -0.218
O 1.0331 -2.3275 1.0374 -0.8 -0.9 0.4 -0.056
C 1.2444 -1.4083 0.0549 1.7 1.6 0.1 -0.460
C 2.4117 -0.6398 0.3686 0.0 -1.0 -0.6 -0.088
C 3.0427 0.3992 -0.4305 0.2 -0.4 0.4 -0.361
O 4.2387 0.6612 -0.2083 -0.1 0.4 -0.2 -0.026
C 2.3468 1.1725 -1.5432 -0.1 -0.5 -0.3 -0.088
C 2.3564 2.7224 -1.4911 -0.4 0.1 -0.1 -0.183
C 3.4481 3.4437 -0.6867 0.1 0.2 -0.2 -0.204
C 3.0887 3.7140 0.7884 -0.1 0.1 0.0 -0.197
C 4.1619 3.3458 1.8235 0.0 -0.1 0.0 -0.210
C 3.5486 2.9035 3.1644 0.1 -0.1 -0.3 -0.218
C 2.8961 1.5166 3.1168 -0.1 0.2 0.0 -0.218
C 3.9021 0.3705 3.1015 0.0 0.1 0.1 -0.216
C 3.2702 -0.9828 2.7781 0.2 -0.3 0.1 -0.207
C 3.3550 -1.3840 1.3092 0.2 0.2 0.0 -0.175
O 0.5011 -1.3014 -0.9389 -0.5 -0.4 -0.1 0.000
H -1.1652 -4.4031 2.4565 0.2 0.0 0.0 0.067
H 0.4641 -4.8389 1.9018 0.0 0.0 0.1 0.075
H 0.2509 -3.6447 3.2165 0.0 0.0 -0.2 0.077
H -0.6142 -3.3156 0.2647 -0.2 0.1 0.2 0.123
H -0.9325 -2.1490 1.5834 0.1 -0.3 -0.1 0.100
H 2.8833 0.8979 -2.4723 -0.1 -0.1 0.4 0.124
H 1.3334 0.7608 -1.6428 0.2 0.4 -0.1 0.085
H 2.4426 3.0590 -2.5367 -0.1 -0.1 0.2 0.103
H 1.3767 3.0686 -1.1350 0.4 0.0 -0.1 0.070
H 4.3819 2.8769 -0.7802 -0.2 0.2 0.2 0.097
H 3.5921 4.4242 -1.1646 0.1 -0.2 0.0 0.097
H 2.8866 4.7933 0.8955 -0.1 -0.3 0.0 0.106
H 2.1387 3.2191 1.0331 0.2 -0.1 -0.1 0.099
H 4.8033 2.5473 1.4253 -0.2 0.1 0.1 0.093
H 4.8104 4.2189 1.9880 0.0 -0.2 0.0 0.102
H 4.3366 2.8965 3.9265 -0.1 0.0 0.1 0.101
H 2.7865 3.6259 3.4753 0.1 0.1 0.0 0.103
H 2.2751 1.3905 4.0163 0.0 0.0 -0.1 0.107
H 2.1996 1.4446 2.2674 0.3 0.0 0.1 0.100
H 4.7268 0.5684 2.4064 -0.2 0.0 0.0 0.103
H 4.3463 0.3207 4.1031 0.1 0.1 0.0 0.101
H 3.8104 -1.7492 3.3451 -0.1 -0.1 0.1 0.098
H 2.2183 -1.0031 3.0957 0.2 0.0 0.1 0.107
H 3.1542 -2.4628 1.2328 0.2 0.4 0.0 0.106
H 4.3878 -1.2000 0.9771 -0.3 -0.1 0.0 0.108
C -5.0997 -4.6534 1.5925 -0.1 -0.1 -0.2 -0.068
N -4.8530 -4.1033 0.2728 -1.1 -0.4 0.2 -0.213
C -5.2431 -4.9532 -0.8349 0.4 0.3 0.0 -0.084
C -4.0365 -3.0146 0.0725 1.1 0.5 -0.2 -0.231
C -3.3319 -2.8665 -1.1567 -0.1 0.2 0.6 -0.009
C -2.3769 -1.8650 -1.3057 -0.2 0.2 0.4 -0.041
C -2.0867 -0.9611 -0.2686 -0.5 -0.9 0.3 -0.231
C -1.0462 0.0948 -0.3906 -2.0 1.5 -1.0 0.049
C -1.3476 1.0813 -1.3109 0.1 -0.1 0.3 -0.053
C -1.0247 2.5049 -1.2027 1.1 0.1 1.5 -0.362
O -0.6207 3.0522 -0.1694 -0.7 -0.5 -1.6 0.053
N -1.3386 3.2701 -2.3615 0.9 0.8 -0.3 -0.050
C -1.2047 4.7304 -2.2693 -0.1 0.1 -0.1 -0.075
C -1.3703 2.7376 -3.6396 -0.9 -0.3 0.3 -0.717
S -1.4648 3.6666 -5.0220 0.5 -0.1 0.4 0.689
N -1.5864 1.3642 -3.6575 -0.6 0.5 -0.7 -0.065
C -2.1392 0.8235 -4.9003 0.0 0.1 -0.1 -0.095
C -2.2505 0.9277 -2.4759 -1.6 -0.5 0.9 -0.360
O -3.4366 0.6249 -2.4769 1.8 -0.1 -0.4 0.129
C -2.8709 -1.0426 0.9058 0.4 0.2 -0.6 -0.043
C -3.8161 -2.0487 1.0895 0.0 -0.2 -0.6 -0.024
H -5.2187 -3.8664 2.3413 0.0 -0.2 -0.1 0.068
H -6.0287 -5.2439 1.5370 0.3 0.3 0.2 0.080
H -4.2978 -5.3353 1.9208 0.0 0.1 0.0 0.089
H -5.5950 -4.3329 -1.6710 0.1 -0.2 0.1 0.090
H -4.4023 -5.5751 -1.1812 -0.2 0.0 -0.1 0.088
H -6.0578 -5.6078 -0.5122 0.1 0.1 -0.1 0.076
H -3.5129 -3.5540 -1.9857 0.1 0.2 0.3 0.095
H -1.8555 -1.7987 -2.2617 0.1 0.0 0.4 0.126
H -0.3637 0.3358 0.4120 -0.2 0.1 0.2 0.142
H -1.9547 5.1821 -2.9314 0.2 -0.1 0.3 0.052
H -1.3627 5.0245 -1.2315 0.1 -0.1 -0.2 0.087
H -0.2165 5.0594 -2.6267 -0.3 -0.1 0.3 0.092
H -2.2049 -0.2621 -4.8101 0.0 0.1 0.0 0.091
H -3.1320 1.2527 -5.1021 0.3 -0.2 0.0 0.087
H -1.4547 1.1179 -5.6938 -0.2 -0.2 0.0 0.053
H -2.7124 -0.2913 1.6887 -0.1 -0.4 -0.2 0.128
H -4.4136 -2.0790 1.9990 0.3 0.1 -0.2 0.093

---

80
Properties=species:S:1:pos:R:3:forces:R:3:lowdin_charge:R:1 method="wB97M-V/def2-TZVPD" homo_ev="-13.38 / -13.37" homo_lumo_gap_ev="6.2 / 4.1" spin_multiplicity=5 e_above_lowest_kcal_mol=151.9 total_charge=+2 fmax_ev_per_a=5.289
Os 0.3465 1.7685 0.3348 -0.5 -1.9 4.3 0.874
C 0.6365 -1.6171 4.0120 0.8 -1.0 1.5 -0.104
C 1.8377 -1.4930 3.4172 -1.2 1.0 -0.6 -0.105
C 2.1395 -1.9411 2.0057 0.3 -0.8 0.5 -0.181
C 1.0079 -2.7082 1.2444 0.8 -0.7 -0.6 -0.189
C -0.3841 -2.1313 1.2065 -0.4 1.0 0.6 -0.106
C -1.4562 -2.1564 2.0284 0.7 0.3 -1.4 -0.108
C -1.5762 -2.8908 3.2988 0.0 0.0 0.9 -0.188
C -0.2141 -2.9071 3.9638 1.0 0.0 -0.1 -0.173
C -1.4925 2.0670 1.3269 -1.2 1.6 1.8 -0.291
H 0.4604 -1.0391 4.9383 0.3 -0.5 -0.5 0.095
H 2.6440 -0.9081 3.8676 -0.5 0.3 -0.1 0.111
H 3.0024 -2.6181 2.1561 -0.2 0.1 -0.7 0.120
H 2.5206 -1.0751 1.3985 -0.4 -0.5 0.6 0.081
H 1.3167 -2.7201 0.1799 0.0 0.0 0.3 0.063
H 1.0705 -3.7796 1.4745 -0.3 0.3 0.4 0.119
H -0.4170 -1.3833 0.4154 -0.4 0.0 -0.1 0.029
H -2.2667 -1.4630 1.7806 0.1 -0.3 -0.1 0.081
H -1.9623 -3.9220 3.1799 0.1 0.5 0.0 0.134
H -2.2417 -2.3689 3.9928 -0.3 0.0 -0.4 0.119
H -0.3125 -3.1568 5.0309 0.0 -0.3 -0.4 0.127
H 0.4021 -3.6680 3.4654 -0.2 0.1 0.5 0.106
H -0.9522 2.2419 2.2769 -0.6 -0.3 -0.4 -0.014
H -2.1277 1.1745 1.5134 0.2 0.6 -0.1 -0.004
H -2.0788 3.0004 1.1920 0.1 -0.8 -0.3 0.026
P -1.3874 0.9264 -0.8526 -2.3 1.0 -4.2 0.959
P 1.7881 0.6018 -0.9968 2.5 1.1 -4.5 1.029
N -2.7811 -0.4816 -0.9490 0.4 0.0 1.1 -0.092
N -2.5609 1.9048 -1.9819 1.0 -0.4 1.4 -0.196
N 2.0284 -1.2568 -1.9551 0.4 0.6 0.6 -0.091
N 3.2214 1.3068 -1.8618 0.1 -0.6 0.2 -0.265
C -0.4775 0.2776 -2.2713 -1.5 -0.7 0.0 -0.512
C 0.6603 1.2547 -2.3877 0.4 -1.3 0.5 -0.400
C -3.9597 -0.5379 -0.2294 1.7 0.6 -0.5 -0.014
C -4.7456 -1.6131 -0.6608 0.5 -1.8 -1.9 0.037
C -4.0269 -2.2531 -1.7069 -1.6 0.6 1.4 0.030
C -2.8300 -1.5408 -1.8560 0.6 1.1 0.6 -0.026
C -3.1093 3.1491 -1.7540 -0.6 0.6 -0.6 -0.123
C -3.9358 3.4912 -2.8344 0.8 -0.4 1.1 -0.059
C -3.8994 2.4080 -3.7564 0.7 -0.5 1.1 -0.050
C -3.0656 1.4493 -3.1910 -0.4 0.1 -0.5 -0.169
C 2.8813 -2.3065 -1.6629 -1.1 1.6 0.5 -0.054
C 2.7970 -3.3051 -2.6480 -1.4 0.0 -2.2 0.042
C 1.8492 -2.8403 -3.6091 1.8 -0.9 1.1 0.031
C 1.4765 -1.5616 -3.1931 -0.2 0.7 1.0 -0.047
C 4.1212 0.6339 -2.6996 -0.2 0.6 -0.6 -0.142
C 4.5164 1.4822 -3.7230 -0.7 -0.2 1.0 -0.048
C 3.8349 2.7317 -3.5250 -0.3 -0.6 0.7 -0.048
C 3.0549 2.5850 -2.3995 0.4 0.0 -0.4 -0.186
H -1.0253 0.1176 -3.2005 0.0 0.2 0.2 0.072
H -0.2134 -0.7067 -1.8626 0.3 0.1 -0.3 0.029
H 1.1493 1.2221 -3.3550 0.2 0.1 -0.1 0.103
H 0.3901 2.3097 -2.1375 0.0 -0.6 -0.4 0.080
H -4.1742 0.1898 0.5309 -0.1 0.2 0.1 0.138
H -5.7209 -1.8884 -0.2881 0.1 0.1 0.0 0.132
H -4.3366 -3.0973 -2.3226 0.1 0.3 0.3 0.134
H -2.0367 -1.7225 -2.5759 -0.2 0.0 0.3 0.129
H -2.8380 3.6811 -0.8517 -0.2 0.1 -0.2 0.096
H -4.4966 4.4078 -2.9337 0.1 0.0 0.0 0.106
H -4.4262 2.3277 -4.7014 0.2 0.0 0.2 0.112
H -2.7960 0.4794 -3.5762 -0.2 0.1 -0.1 0.082
H 3.4822 -2.3168 -0.7688 0.1 0.1 0.1 0.139
H 3.3915 -4.2123 -2.6639 -0.3 0.1 0.0 0.134
H 1.4829 -3.2851 -4.5222 0.3 -0.2 0.1 0.127
H 0.7832 -0.8851 -3.6894 0.6 -0.3 0.0 0.118
H 4.3831 -0.3954 -2.5131 0.1 0.2 0.0 0.091
H 5.1804 1.2311 -4.5318 0.2 0.0 0.1 0.105
H 3.8853 3.6229 -4.1374 0.1 -0.2 0.1 0.113
H 2.3396 3.2595 -1.9661 0.1 0.3 0.1 0.101
C 1.5188 3.2810 4.3393 0.5 0.4 -0.2 -0.052
C 1.2518 2.0253 3.5208 0.4 0.1 1.0 -0.515
C 0.0613 1.4076 4.2557 -0.7 -0.6 -0.1 -0.094
O 1.2268 2.2987 2.1460 -1.3 -0.4 -2.9 -0.345
H 0.7141 4.0155 4.2426 0.0 -0.2 -0.1 0.092
H 2.4419 3.7582 4.0354 0.2 0.1 0.0 0.082
H 1.5833 3.0107 5.3954 0.1 0.1 -0.1 0.093
H 2.1129 1.3415 3.6012 -0.2 0.1 0.3 0.129
H -0.6788 2.1478 4.5841 0.2 0.1 -0.2 0.094
H -0.4836 0.5857 3.7891 0.2 0.1 -0.4 0.055
H 0.4950 0.9778 5.1615 -0.1 0.2 0.0 0.085